1.
The following is a quantum chemistry calculation of a molecular structure, C14HF17O3Sn, from OMol25.

HOMO, eV: -18.3212
Energy relative to the best compared isomer or geometry (same formula, charge and spin), kJ/mol: 1657.12
M, g mol⁻¹: 658.836
LUMO energy, eV: -12.478
Net charge: +2

Geometry as XYZ:
```
36
Properties=species:S:1:pos:R:3:forces:R:3
C 0.352 4.888 -0.531 -4.366 -6.206 -3.829
C -0.440 3.922 -1.221 4.029 3.027 5.197
C -1.475 2.691 -1.555 1.049 -2.076 -1.229
C -1.138 1.327 -2.130 -2.393 4.429 2.223
C 0.315 0.705 -2.573 -0.404 0.777 -4.012
F 1.000 1.823 -3.329 -2.297 -3.105 2.514
F 0.055 -0.337 -3.588 1.074 3.408 3.908
C 1.325 0.314 -1.364 3.676 2.252 -0.016
F 2.716 0.576 -1.903 -4.875 -1.066 1.795
F 1.173 1.361 -0.285 -0.019 -3.384 -3.245
C 1.346 -1.213 -0.832 3.922 -2.228 -1.095
F 2.535 -1.310 0.100 -4.593 0.462 -2.645
F 1.774 -2.079 -1.997 -1.817 3.213 3.734
C -0.015 -1.869 -0.262 -1.479 -3.736 -1.835
F -1.067 -1.861 -1.350 3.472 0.693 3.247
F 0.262 -3.345 -0.084 -0.816 5.434 -0.109
C -0.715 -1.249 1.046 -3.999 0.060 0.936
F -1.256 0.142 0.797 1.996 -3.919 0.084
F -1.972 -2.056 1.289 4.561 2.623 -0.856
C 0.121 -1.153 2.434 -1.933 3.545 2.038
F -0.888 -0.597 3.424 3.088 -1.831 -3.429
F 1.096 -0.033 2.295 -2.606 -3.988 0.230
C 0.662 -2.511 3.112 -0.963 -2.720 3.486
F 0.458 -2.355 4.605 0.853 -0.188 -5.168
F -0.130 -3.758 2.789 2.536 4.684 0.504
C 2.225 -2.918 2.942 4.073 -3.191 1.499
F 3.220 -1.838 3.105 -3.930 -3.574 -1.047
F 2.528 -3.752 1.719 -1.323 3.618 4.093
F 2.512 -3.872 4.083 -1.138 3.450 -4.086
C -2.669 0.725 -2.216 -0.382 -6.655 -4.923
O -2.925 -0.290 -3.087 1.502 7.931 6.951
O -3.632 1.406 -1.331 3.425 3.015 -2.490
C -3.123 2.817 -1.301 -2.442 3.115 0.792
O -3.852 3.927 -1.128 5.673 -7.316 -1.168
H 0.969 5.782 -0.037 -1.058 -2.157 -1.115
Sn -1.347 5.991 -1.638 -2.093 1.601 -0.934
```
Positions in Å, forces in eV/Å.


2.
The following is a quantum chemistry calculation of C8H7N3O4 in the gas phase, from OMol25.

HOMO (alpha / beta), eV: -7.5021 / -9.2754
Energy relative to the best compared isomer or geometry (same formula, charge and spin), kJ/mol: 288.64
M, g mol⁻¹: 209.161
LUMO energy (alpha / beta), eV: -0.335 / -3.763
⟨S²⟩: 2.02
2S+1: 3

Geometry as XYZ:
```
22
Properties=species:S:1:pos:R:3:forces:R:3
C -1.754 1.037 -2.294 -0.524 -1.189 -0.770
C -1.879 -0.359 -2.324 -0.369 1.118 -0.507
C -1.024 1.648 -1.313 0.252 -0.152 1.588
C -1.222 -1.132 -1.401 0.783 -0.059 1.147
C -0.457 0.898 -0.255 -0.872 -1.177 -2.236
C -0.471 -0.524 -0.389 -1.786 1.927 -1.512
C 0.181 1.527 0.814 0.302 2.322 0.793
C 1.218 -0.626 1.303 -0.165 -2.799 -0.615
N 0.451 -1.223 0.320 1.863 -0.562 1.904
N 0.654 -0.601 2.619 -0.009 0.139 0.219
N 2.623 -0.815 1.138 -0.116 0.006 0.112
O 1.350 -0.315 3.563 0.228 0.129 0.278
O 3.395 -0.347 1.939 0.247 0.179 0.194
O -0.538 -0.857 2.678 -0.350 -0.010 -0.052
O 2.940 -1.417 0.118 0.242 -0.251 -0.323
H -2.246 1.630 -3.047 -0.005 0.060 -0.154
H -2.462 -0.828 -3.100 -0.082 -0.043 -0.061
H -0.971 2.725 -1.263 0.116 0.105 -0.029
H -1.261 -2.210 -1.444 0.074 -0.174 -0.113
H 0.676 2.470 0.635 -0.026 0.174 -0.026
H -0.078 1.347 1.838 0.032 -0.135 0.169
H 0.876 -2.028 -0.136 0.164 0.391 -0.005
```
Positions in Å, forces in eV/Å.


3.
The following is a quantum chemistry calculation of a molecular structure, C16H22ClNPd, from OMol25.

HOMO (alpha / beta), eV: -13.1936 / -14.7387
M, g mol⁻¹: 370.232
LUMO energy (alpha / beta), eV: -8.617 / -8.719
⟨S²⟩: 6.02
Net charge: +2
2S+1: 5

Geometry as XYZ:
```
41
Properties=species:S:1:pos:R:3:forces:R:3
C 3.371 -1.231 -4.177 -2.490 0.536 2.488
C 2.207 -0.699 -4.909 -0.473 0.249 0.641
C 4.108 -0.251 -3.371 -0.450 0.390 0.710
C 3.219 -2.566 -3.581 -0.482 0.039 0.608
Cl -0.722 -0.951 -1.313 0.619 -1.911 -2.913
H 5.082 0.037 -3.689 1.008 0.139 -0.482
H 4.169 -0.591 -2.338 0.565 -0.514 -0.139
H 3.510 0.652 -3.259 0.164 0.270 -0.669
H 2.256 -0.625 -5.969 0.257 -0.074 -1.140
H 1.970 0.287 -4.521 0.467 0.407 -0.350
H 1.308 -1.252 -4.644 0.173 -0.663 -0.383
H 3.761 -3.384 -4.000 0.616 -0.659 -0.604
H 2.167 -2.842 -3.546 -0.076 -0.136 -0.717
H 3.469 -2.510 -2.525 0.694 -0.037 -0.034
C -1.885 2.353 1.455 0.772 -0.341 -0.523
C -0.486 2.620 1.476 -0.410 0.266 0.796
C 0.080 2.229 0.236 -0.225 -0.469 -1.422
H 0.026 3.104 2.312 -0.081 -0.259 -0.435
C -0.975 1.736 -0.613 -0.653 1.607 0.458
C -2.210 1.820 0.185 0.856 1.035 -1.040
H -3.179 1.651 -0.252 -0.174 -0.105 0.230
H -2.553 2.439 2.284 -0.176 0.365 0.173
H 1.114 2.370 -0.077 -0.349 -0.124 0.230
H -1.006 1.492 -1.688 0.408 0.363 0.933
C -1.087 -1.632 2.280 1.294 0.411 0.356
C -0.921 -0.591 3.261 -0.130 -0.318 -0.506
C 0.361 -0.014 3.099 -0.657 -0.227 0.174
H -1.683 -0.293 3.978 0.459 -0.116 -0.168
C 1.024 -0.673 2.018 -0.689 -1.141 -0.869
C 0.135 -1.696 1.503 0.259 0.528 1.300
H 0.324 -2.467 0.771 0.215 0.222 0.033
H -1.941 -2.262 2.110 -0.105 -0.142 0.242
H 0.746 0.771 3.732 0.180 -0.020 -0.084
H 2.030 -0.493 1.660 -0.183 0.051 0.113
Pd -1.150 -0.050 0.638 -0.101 0.788 2.911
C -4.682 0.730 3.984 -0.349 0.358 0.494
C -3.889 0.332 2.832 0.126 -1.196 -2.398
N -3.395 -0.047 1.843 -1.381 0.658 2.306
H -5.135 1.732 3.792 0.326 -0.766 0.197
H -4.045 0.779 4.889 -0.416 -0.002 -0.419
H -5.494 -0.017 4.138 0.593 0.539 -0.097
```
Positions in Å, forces in eV/Å.


4.
The following is a quantum chemistry calculation of a molecular structure, C5H14AlINYb, from OMol25.

HOMO, eV: -10.4183
M, g mol⁻¹: 415.100
LUMO energy, eV: -6.945
Net charge: +1

Geometry as XYZ:
```
23
Properties=species:S:1:pos:R:3:forces:R:3
C 2.284 -0.335 0.978 -0.009 0.265 -0.333
N 2.276 0.396 -0.300 0.294 -0.167 0.002
C 1.052 0.278 -1.010 0.258 -0.281 -0.167
Al -0.168 1.677 0.084 -0.342 0.232 0.341
C -2.031 1.023 -0.152 0.136 -0.129 -0.094
C -2.466 -0.301 0.470 -0.105 0.018 0.119
C -2.042 -1.581 -0.240 0.169 -0.081 0.287
I -2.299 -1.626 -2.357 -0.013 0.035 -0.153
H 2.093 0.302 1.841 -0.148 0.132 -0.184
H 3.324 -0.666 1.004 -1.397 -0.904 1.864
H 1.683 -1.246 1.058 -0.025 0.075 -0.273
H 3.131 0.041 -0.924 -0.163 -0.220 -0.115
H 0.641 -0.736 -1.024 -0.028 0.079 0.074
H 1.138 0.652 -2.029 -0.148 0.313 0.205
H 0.319 1.526 1.634 0.110 -0.124 -0.132
H 0.137 3.117 -0.514 0.168 -0.025 -0.123
H -2.271 1.057 -1.219 -0.155 0.037 0.115
H -2.582 1.842 0.333 -0.004 -0.061 -0.094
H -2.033 -0.391 1.477 -0.125 0.038 -0.025
H -3.553 -0.323 0.617 0.063 -0.028 -0.142
H -0.984 -1.795 -0.084 -0.076 0.050 -0.064
H -2.605 -2.442 0.115 0.027 0.096 0.023
Yb 4.956 -0.468 0.242 1.513 0.651 -1.130
```
Positions in Å, forces in eV/Å.


5.
The following is a quantum chemistry calculation of 3 unconnected molecules or ions with the total composition C3H11O3, from OMol25.

HOMO, eV: -3.8090
Energy relative to the best compared isomer or geometry (same formula, charge and spin), kJ/mol: 50.69
M, g mol⁻¹: 95.118
LUMO energy, eV: 4.167
Net charge: -1

Geometry as XYZ:
```
17
Properties=species:S:1:pos:R:3:forces:R:3
C 0.248 0.025 -0.877 0.948 -0.368 -0.279
O -0.209 0.316 0.368 -0.020 0.495 0.150
C 0.746 -1.443 -0.989 -0.661 -0.603 -1.420
C 0.106 -2.267 -2.157 -0.181 0.601 0.124
H -0.522 0.177 -1.653 -0.185 -0.015 -0.124
H 1.106 0.664 -1.210 -0.215 0.113 0.160
H 1.825 -1.561 -1.125 0.047 0.274 0.544
H 0.394 -1.923 -0.090 0.282 -0.092 0.535
H -0.804 -1.782 -2.508 -0.241 0.004 0.162
H 0.692 -2.405 -3.064 0.472 0.141 0.069
H -0.159 -3.252 -1.805 -0.132 -0.469 0.039
H -0.041 0.603 3.581 0.054 0.091 -0.112
H -0.273 0.274 2.060 -0.215 -0.435 0.148
O -0.548 0.041 2.991 0.122 0.089 -0.058
H -0.326 1.784 0.315 -0.054 0.390 0.056
H 0.327 3.178 0.788 -0.179 -0.181 -0.152
O -0.377 2.836 0.224 0.158 -0.032 0.158
```
Positions in Å, forces in eV/Å.


6.
The following is a quantum chemistry calculation of 3 unconnected molecules or ions with the total composition C11H26IN2O4P2, from OMol25.

HOMO, eV: -3.7132
Energy relative to the best compared isomer or geometry (same formula, charge and spin), kJ/mol: 29.81
M, g mol⁻¹: 439.191
LUMO energy, eV: 2.445
Net charge: -1

Geometry as XYZ:
```
46
Properties=species:S:1:pos:R:3:forces:R:3
C 3.370 -0.412 1.904 0.203 0.219 -0.227
C 2.427 0.236 0.880 -0.276 -0.065 1.053
C 1.923 1.629 1.294 -0.291 -0.171 -0.516
N 0.460 1.704 1.323 0.145 0.238 0.283
P -0.227 1.013 2.839 1.587 -1.024 0.661
I -2.212 2.762 2.752 -0.934 0.827 -0.119
P -1.448 -0.462 1.611 0.096 -0.660 0.011
N -1.024 -2.000 1.815 -0.244 0.278 -0.138
H 4.314 -0.709 1.459 0.211 -0.234 -0.125
H 3.619 0.276 2.700 0.057 0.273 0.239
H 2.917 -1.270 2.379 -0.112 -0.339 0.062
H 1.541 -0.383 0.838 -0.233 -0.276 -0.339
H 2.869 0.268 -0.102 0.144 0.025 -0.306
H 2.357 1.938 2.250 0.155 -0.017 0.247
H 2.250 2.332 0.537 0.125 0.388 -0.030
H 0.214 2.689 1.334 -0.206 -0.037 -0.207
H -0.864 0.499 4.035 -0.227 0.024 -0.167
H 0.527 1.933 3.670 -0.184 0.165 -0.162
H 0.803 0.022 2.956 -0.131 -0.035 -0.213
H -2.821 -0.287 1.934 0.121 0.255 0.057
H -1.367 -0.080 0.260 -0.292 0.191 0.009
H -0.716 -2.366 0.920 0.116 -0.138 0.069
O 2.080 3.637 -1.762 -0.021 0.004 0.119
C 2.604 2.854 -2.490 0.093 0.129 -0.075
O 3.080 1.652 -2.072 0.017 0.133 -0.166
C 3.757 0.984 -3.147 -0.026 -0.104 -0.027
C 3.191 1.595 -4.423 -0.023 0.121 -0.033
C 2.884 3.022 -3.974 -0.052 -0.424 -0.123
H 4.830 1.160 -3.041 0.003 0.022 -0.020
H 3.563 -0.082 -3.066 -0.016 0.000 0.124
H 3.874 1.527 -5.268 0.050 0.006 0.042
H 2.265 1.088 -4.695 -0.001 -0.023 0.012
H 3.746 3.682 -4.086 -0.024 0.066 0.009
H 2.025 3.457 -4.474 0.022 0.163 0.058
O -2.654 -2.530 -1.320 -0.005 0.088 -0.196
C -3.586 -2.564 -0.575 0.126 -0.117 0.175
O -4.186 -1.450 -0.094 -0.063 -0.012 -0.202
C -5.220 -1.798 0.838 0.008 -0.026 0.172
C -5.606 -3.231 0.492 0.090 -0.100 -0.048
C -4.279 -3.793 -0.019 -0.362 0.108 0.065
H -4.810 -1.712 1.846 0.020 -0.015 0.003
H -6.039 -1.091 0.728 0.070 0.082 -0.062
H -6.028 -3.774 1.336 0.047 0.035 0.046
H -6.343 -3.232 -0.314 -0.012 0.009 0.002
H -3.660 -4.190 0.786 0.064 0.015 -0.007
H -4.401 -4.544 -0.794 0.166 -0.049 -0.008
```
Positions in Å, forces in eV/Å.


Values of electronic energy, in order: -2670.40610; -773.93250; -1264.84628; -1951.97417; -346.63314; -1825.59260, all in Ha.